No. 1
Formula: C4H8N4S2
Source: the Open Molecules 2025 dataset
Level of theory: ωB97M-V with the def2-TZVPD basis set

Last column: natural (NBO) charge in e.
Positions of all 18 atoms, in Å:
1 C 0.453 -1.866 -0.302  0.37
2 C -0.707 1.810 -0.160  0.36
3 C 1.577 0.233 0.188  -0.17
4 C -0.677 0.003 1.458  -0.15
5 N 1.537 -1.081 -0.213  -0.59
6 N -1.113 1.205 0.972  -0.59
7 N -1.441 2.724 -0.753  -0.68
8 N 0.468 -2.988 -0.987  -0.69
9 S -1.001 -1.500 0.597  0.43
10 S 0.884 1.502 -0.813  0.44
11 H 2.500 0.539 0.663  0.27
12 H -0.733 -0.117 2.532  0.27
13 H 2.440 -1.549 -0.301  0.46
14 H -1.664 1.776 1.615  0.46
15 H -2.374 2.965 -0.440  0.45
16 H -1.083 3.243 -1.547  0.45
17 H 1.263 -3.283 -1.542  0.45
18 H -0.329 -3.615 -0.968  0.45

Computed properties:
HOMO level (spin up / spin down) = -16.85 / -16.81 eV
Orbital gap (spin up / spin down) = 7.56 / 7.51 eV
Lowest unoccupied orbital energy (spin up / spin down) = -9.29 / -9.30 eV
Molar mass = 176.3 g mol⁻¹
Net charge = +2

***

No. 2
Formula: C10H34BF4O7
Source: the Open Molecules 2025 dataset
Level of theory: ωB97M-V with the def2-TZVPD basis set

Last column: natural (NBO) charge in e.
Positions of all 56 atoms, in Å:
1 B 0.537 0.396 -0.416  1.30
2 F 0.137 0.330 -1.771  -0.58
3 F 1.345 -0.671 -0.118  -0.56
4 F 1.213 1.576 -0.234  -0.56
5 F -0.568 0.381 0.368  -0.55
6 C 0.110 3.270 2.355  -0.25
7 O 0.100 3.822 1.052  -0.75
8 H 0.420 3.993 3.110  0.16
9 H -0.850 2.853 2.658  0.15
10 H 0.831 2.454 2.393  0.18
11 H 0.397 3.131 0.456  0.50
12 C 3.458 -0.559 2.800  -0.24
13 O 2.697 0.552 2.368  -0.75
14 H 2.801 -1.428 2.828  0.16
15 H 4.249 -0.886 2.125  0.16
16 H 3.929 -0.351 3.762  0.17
17 H 2.268 0.437 1.517  0.50
18 C -2.137 -2.193 0.949  -0.24
19 O -0.737 -2.358 0.918  -0.75
20 H -2.516 -1.745 0.031  0.16
21 H -2.579 -3.178 1.098  0.16
22 H -2.499 -1.524 1.730  0.16
23 H -0.287 -1.512 0.858  0.50
24 C -2.926 2.683 -0.499  -0.27
25 O -4.322 2.964 -0.681  -0.73
26 H -2.420 3.016 0.407  0.20
27 H -2.698 1.626 -0.639  0.18
28 H -2.356 3.234 -1.247  0.16
29 H -4.471 2.657 -1.579  0.46
30 C -1.757 -3.417 -3.996  -0.62
31 C -1.127 -2.312 -3.140  -0.05
32 O -0.770 -1.173 -3.842  -0.75
33 H -2.746 -3.137 -4.360  0.20
34 H -1.892 -4.304 -3.376  0.20
35 H -1.112 -3.775 -4.799  0.20
36 H -0.291 -2.738 -2.585  0.15
37 H -1.789 -1.984 -2.339  0.15
38 H -0.285 -0.592 -3.251  0.50
39 C 2.296 -0.017 -5.153  -0.63
40 C 2.565 -0.292 -3.663  -0.07
41 O 2.454 0.945 -2.976  -0.74
42 H 1.295 0.391 -5.298  0.22
43 H 2.438 -0.855 -5.835  0.19
44 H 2.985 0.724 -5.558  0.20
45 H 3.554 -0.677 -3.417  0.15
46 H 1.821 -0.987 -3.274  0.17
47 H 1.862 0.741 -2.248  0.49
48 C -0.690 -0.306 3.850  -0.64
49 C 0.199 0.087 5.079  -0.06
50 O -0.312 1.220 5.719  -0.73
51 H -1.702 -0.600 4.129  0.20
52 H -0.315 -1.113 3.222  0.23
53 H -0.816 0.566 3.208  0.22
54 H 1.249 0.230 4.824  0.17
55 H 0.042 -0.706 5.810  0.14
56 H -0.279 1.113 6.672  0.46

Computed properties:
HOMO level = -7.06 eV
Orbital gap = 9.85 eV
Lowest unoccupied orbital energy = 2.80 eV
Molar mass = 353.2 g mol⁻¹
Relative energy (zero: lowest compared OMol25 entry of this formula, charge and spin) = 0.0 kJ/mol
Net charge = -1

***

No. 3
Formula: C24H67FNO22P3S6
Source: the Open Molecules 2025 dataset
Level of theory: ωB97M-V with the def2-TZVPD basis set

Last column: Löwdin charge in e.
Positions of all 124 atoms, in Å:
1 C -0.754 2.379 -3.149  -0.05
2 C -0.421 3.276 -4.347  -0.25
3 O -1.223 4.456 -4.438  -0.19
4 C -2.184 4.373 -5.456  -0.37
5 P -3.771 3.650 -4.751  0.72
6 C -5.534 4.063 -5.253  -0.30
7 C -6.566 3.053 -4.696  -0.44
8 C -7.477 3.596 -3.596  -0.04
9 F -5.934 1.934 -4.188  -0.06
10 P -3.677 2.039 -6.385  0.57
11 N -2.736 0.818 -5.956  -0.34
12 P -3.734 5.264 -3.145  0.47
13 O -3.227 6.568 -3.649  -0.31
14 O -5.239 5.517 -2.482  -0.19
15 O -2.815 4.690 -1.867  -0.20
16 H -0.149 1.474 -3.236  0.07
17 H -0.529 2.855 -2.196  0.07
18 H -1.796 2.060 -3.120  0.04
19 H 0.607 3.603 -4.219  0.10
20 H -0.441 2.665 -5.254  0.10
21 H -1.813 3.802 -6.309  0.06
22 H -2.390 5.383 -5.821  0.10
23 H -3.602 2.617 -3.791  0.02
24 H -5.822 5.097 -5.057  0.08
25 H -5.566 3.952 -6.340  0.06
26 H -7.184 2.699 -5.520  0.13
27 H -6.956 3.489 -2.645  0.07
28 H -7.747 4.639 -3.736  0.08
29 H -8.368 2.972 -3.542  0.08
30 H -4.986 1.567 -6.704  -0.03
31 H -3.226 2.617 -7.610  -0.03
32 H -2.345 1.006 -5.035  -0.08
33 H -5.328 5.010 -1.669  0.05
34 H -3.401 4.079 -1.404  0.05
35 O -2.035 2.434 0.767  -0.29
36 S -1.092 3.352 1.343  0.58
37 O 0.318 3.108 1.248  -0.28
38 O -1.484 3.588 2.877  -0.26
39 C -1.599 2.433 3.734  -0.25
40 C -0.258 1.833 4.104  -0.07
41 C -1.438 4.974 0.758  -0.13
42 H -2.250 1.691 3.267  0.12
43 H -2.104 2.786 4.632  0.12
44 H 0.247 1.418 3.233  0.07
45 H -0.395 1.029 4.828  0.06
46 H 0.397 2.592 4.531  0.09
47 H -2.502 5.161 0.853  0.07
48 H -1.143 5.002 -0.286  0.06
49 H -0.861 5.694 1.331  0.08
50 O 2.706 2.600 -4.453  -0.28
51 S 4.073 2.493 -4.030  0.59
52 O 4.829 3.665 -3.698  -0.27
53 O 4.877 1.639 -5.121  -0.26
54 C 4.837 2.087 -6.487  -0.26
55 C 5.687 3.320 -6.727  -0.07
56 C 4.185 1.338 -2.704  -0.11
57 H 3.802 2.252 -6.792  0.11
58 H 5.221 1.255 -7.076  0.12
59 H 5.295 4.184 -6.192  0.07
60 H 5.709 3.563 -7.790  0.08
61 H 6.707 3.155 -6.379  0.08
62 H 3.633 0.439 -2.969  0.06
63 H 3.739 1.814 -1.833  0.08
64 H 5.233 1.120 -2.519  0.08
65 O 2.375 -1.449 -4.465  -0.29
66 S 0.962 -1.559 -4.698  0.58
67 O 0.028 -1.280 -3.645  -0.28
68 O 0.657 -3.010 -5.302  -0.26
69 C 1.106 -4.160 -4.558  -0.25
70 C 0.254 -4.409 -3.328  -0.07
71 C 0.520 -0.618 -6.119  -0.12
72 H 2.160 -4.051 -4.296  0.11
73 H 1.027 -5.008 -5.237  0.12
74 H 0.357 -3.599 -2.607  0.07
75 H 0.551 -5.333 -2.834  0.07
76 H -0.800 -4.469 -3.600  0.09
77 H 1.214 -0.844 -6.924  0.07
78 H 0.595 0.430 -5.837  0.06
79 H -0.506 -0.850 -6.400  0.06
80 O -1.813 -0.564 6.184  -0.28
81 S -2.663 -1.393 6.986  0.58
82 O -4.083 -1.195 6.996  -0.27
83 O -2.119 -1.385 8.491  -0.27
84 C -1.959 -0.109 9.144  -0.25
85 C -3.289 0.505 9.541  -0.07
86 C -2.327 -3.088 6.636  -0.12
87 H -1.382 0.565 8.510  0.12
88 H -1.364 -0.303 10.035  0.12
89 H -3.886 0.762 8.667  0.07
90 H -3.126 1.415 10.117  0.08
91 H -3.872 -0.197 10.139  0.08
92 H -1.252 -3.245 6.656  0.07
93 H -2.723 -3.291 5.644  0.08
94 H -2.832 -3.705 7.375  0.07
95 O 3.088 -6.239 -2.246  -0.28
96 S 3.222 -7.591 -1.785  0.58
97 O 2.090 -8.321 -1.297  -0.28
98 O 4.398 -7.647 -0.700  -0.26
99 C 4.298 -6.777 0.443  -0.25
100 C 3.257 -7.240 1.445  -0.07
101 C 4.018 -8.551 -3.032  -0.12
102 H 4.106 -5.754 0.113  0.12
103 H 5.285 -6.790 0.904  0.12
104 H 2.252 -7.186 1.028  0.07
105 H 3.287 -6.612 2.336  0.08
106 H 3.437 -8.276 1.732  0.08
107 H 4.893 -8.014 -3.388  0.07
108 H 3.298 -8.681 -3.837  0.08
109 H 4.289 -9.515 -2.611  0.08
110 O 1.594 -1.866 8.049  -0.27
111 S 1.861 -2.161 9.426  0.57
112 O 1.589 -1.199 10.454  -0.28
113 O 3.375 -2.662 9.561  -0.26
114 C 4.415 -1.801 9.058  -0.25
115 C 4.662 -0.597 9.947  -0.07
116 C 1.076 -3.679 9.857  -0.12
117 H 4.182 -1.500 8.035  0.12
118 H 5.310 -2.420 9.019  0.12
119 H 3.801 0.070 9.962  0.07
120 H 5.520 -0.031 9.584  0.08
121 H 4.851 -0.911 10.973  0.08
122 H 1.300 -4.422 9.097  0.08
123 H 0.006 -3.481 9.892  0.07
124 H 1.432 -3.994 10.834  0.08

Computed properties:
HOMO level = -7.91 eV
Orbital gap = 8.17 eV
Lowest unoccupied orbital energy = 0.26 eV
Molar mass = 1026.1 g mol⁻¹
SMILES string = CCOC[PH](C[C@H](C)F)([PH2]=N)P(=O)(O)O.CCOS(C)(=O)=O.CCOS(C)(=O)=O.CCOS(C)(=O)=O.CCOS(C)(=O)=O.CCOS(C)(=O)=O.CCOS(C)(=O)=O
Net charge = 0

***

No. 4
Formula: C28H26I2N7O3RbS2
Source: the Open Molecules 2025 dataset
Level of theory: ωB97M-V with the def2-TZVPD basis set

Last column: natural (NBO) charge in e.
Positions of all 69 atoms, in Å:
1 Rb -1.685 0.688 -0.296  0.93
2 I -8.527 0.428 5.075  0.04
3 C -7.045 0.623 3.611  -0.24
4 C -7.363 1.170 2.375  -0.27
5 C -6.372 1.290 1.420  -0.28
6 I -6.841 2.121 -0.438  0.08
7 C -5.009 0.875 1.613  0.46
8 O -4.112 0.956 0.739  -0.79
9 C -4.746 0.337 2.928  -0.15
10 C -3.332 -0.041 3.267  -0.23
11 N -2.880 -1.217 2.526  -0.60
12 C -1.607 -1.719 2.986  -0.26
13 C -0.953 -2.673 2.011  0.23
14 C -0.239 -3.779 2.462  -0.27
15 C 0.459 -4.549 1.546  -0.18
16 C 0.426 -4.194 0.208  -0.28
17 C -0.325 -3.085 -0.155  0.06
18 N -1.009 -2.352 0.719  -0.42
19 C -5.740 0.221 3.881  -0.22
20 H -8.369 1.502 2.158  0.22
21 H -3.258 -0.186 4.357  0.15
22 H -2.661 0.785 3.006  0.21
23 H -3.592 -1.936 2.549  0.35
24 H -1.648 -2.196 3.980  0.15
25 H -0.931 -0.862 3.094  0.23
26 H -0.224 -4.016 3.519  0.21
27 H 1.029 -5.409 1.876  0.20
28 H 0.974 -4.752 -0.541  0.21
29 H -0.378 -2.762 -1.190  0.21
30 H -5.488 -0.184 4.855  0.20
31 C -0.388 4.778 -3.025  -0.68
32 C -0.433 3.365 -2.514  0.20
33 N -0.060 3.037 -1.331  -0.20
34 O 0.412 4.103 -0.548  -0.63
35 C -0.959 2.303 -3.409  -0.03
36 C -1.574 2.633 -4.736  -0.68
37 N -0.920 1.084 -2.937  -0.10
38 O -1.436 0.107 -3.615  -0.66
39 H 0.222 5.401 -2.378  0.24
40 H -1.397 5.198 -3.057  0.22
41 H 0.007 4.802 -4.042  0.21
42 H 0.539 3.644 0.308  0.52
43 H -2.328 3.424 -4.663  0.19
44 H -2.049 1.720 -5.096  0.25
45 H -0.836 2.954 -5.481  0.19
46 S 5.898 0.408 -0.449  0.24
47 C 4.132 0.203 -0.272  -0.18
48 C 3.272 0.666 -1.257  -0.26
49 C 1.910 0.464 -1.088  0.06
50 N 1.406 -0.156 -0.020  -0.42
51 C 2.234 -0.568 0.931  0.04
52 C 3.613 -0.411 0.855  -0.21
53 C 6.235 -0.951 -1.555  -0.12
54 C 6.497 -0.730 -2.897  -0.26
55 C 6.769 -1.820 -3.716  0.03
56 N 6.792 -3.079 -3.289  -0.43
57 C 6.532 -3.280 -1.997  0.03
58 C 6.255 -2.260 -1.097  -0.26
59 H 3.648 1.183 -2.131  0.22
60 H 1.187 0.822 -1.817  0.25
61 H 1.786 -1.020 1.809  0.20
62 H 4.252 -0.729 1.667  0.22
63 H 6.484 0.275 -3.298  0.23
64 H 6.971 -1.667 -4.771  0.19
65 H 6.547 -4.311 -1.660  0.19
66 H 6.049 -2.479 -0.058  0.23
67 S 2.247 1.436 3.962  -0.46
68 C 1.303 2.008 2.707  0.12
69 N 0.631 2.358 1.821  -0.61

Computed properties:
HOMO level = -1.86 eV
Orbital gap = 5.30 eV
Lowest unoccupied orbital energy = 3.43 eV
Molar mass = 912.0 g mol⁻¹
Relative energy (zero: lowest compared OMol25 entry of this formula, charge and spin) = 0.0 kJ/mol
Net charge = -2